*1*
ORCA calculation (ωB97M-V with the def2-TZVPD basis set) on C3H5N2 as an isolated structure.

Geometry (Å):
C 0.8657 -0.3476 -0.3734
C -0.3719 -0.5455 -1.3262
C -0.2452 0.3505 1.0432
N -0.4146 -0.6913 0.0879
N 1.0702 0.6464 0.5013
H -0.8241 0.2531 -1.8239
H -0.4977 -1.6613 -1.8398
H -1.0652 1.1337 0.7166
H -0.4073 -0.1293 2.0310
H 1.8901 0.9915 0.9834

Its frontier orbital gap (spin up / spin down) is 10.5208 / 7.5761 eV. For the LUMO energy (spin up / spin down), the calculation gives -3.29 / -8.96 eV. The expectation value of S² is 2.0056. As for the spin multiplicity: 3. Its HOMO energy (spin up / spin down) is -13.81 / -16.54 eV. For the molar mass, the calculation gives 69.1 g mol⁻¹. Its total charge is +1.

=====

*2*
ORCA calculation (ωB97M-V with the def2-TZVPD basis set) on an isolated ion of composition C3H5N2 and charge +1.

Geometry (Å):
C -1.4228 -0.0168 0.5964
C 0.6316 0.6077 -0.3105
C 0.6245 -0.8310 0.0072
N -0.7411 0.9625 0.0440
N -0.6043 -1.1127 0.3930
H 1.4178 1.4020 0.1073
H 0.6957 0.4428 -1.4832
H 1.4401 -1.4564 -0.3815
H -1.0169 1.9556 0.2295
H -1.0246 -1.9538 0.7979

Its frontier orbital gap (spin up / spin down) is 7.9612 / 8.7784 eV. For the LUMO energy (spin up / spin down), the calculation gives -4.31 / -7.97 eV. The expectation value of S² is 2.0178. As for the spin multiplicity: 3. Its HOMO energy (spin up / spin down) is -12.27 / -16.75 eV. For the molar mass, the calculation gives 69.1 g mol⁻¹. Its total charge is +1.

=====

Which one is most stable, and which one is least stable? *2* is the most stable of them, while *1* is the least stable.

=====

*1*
ORCA calculation (ωB97M-V with the def2-TZVPD basis set) on a 2-piece molecular cluster, C3H11NOS overall.

Geometry (Å):
C -2.6146 0.4127 -0.3760
C -1.6118 -0.8632 -0.6978
S -1.0164 -1.6454 0.7893
H -2.0619 1.2364 -0.0315
H -3.1628 -0.1886 0.3063
H -2.9582 0.6933 -1.3746
H -2.2569 -1.5995 -1.3197
H -0.8717 -0.4951 -1.4387
H -1.5044 -0.6654 1.5994
N 2.8591 -0.0315 1.1375
C 1.9335 0.7639 0.1431
O 1.3715 0.0637 -0.9482
H 3.5516 -0.4422 0.5133
H 3.3321 0.7136 1.7389
H 1.1389 1.2466 0.6960
H 2.5379 1.6014 -0.2320
H 1.3342 -0.8007 -0.5053

Its frontier orbital gap (spin up / spin down) is 1.1057 / 8.7967 eV. For the LUMO energy (spin up / spin down), the calculation gives 2.03 / 3.17 eV. The expectation value of S² is 0.7537. As for the spin multiplicity: 2. Its HOMO energy (spin up / spin down) is 0.93 / -5.62 eV. For the molar mass, the calculation gives 109.2 g mol⁻¹. Its total charge is -1.

=====

*2*
ORCA calculation (ωB97M-V with the def2-TZVPD basis set) on a 2-piece molecular cluster, C3H11NOS overall.

Geometry (Å):
C -1.2423 -0.1797 0.0013
C 0.0805 -0.9197 0.0039
C 1.2903 -0.2243 0.7195
S 1.3108 -0.3556 2.5364
N -1.4013 0.7528 -1.1202
H -1.2952 0.3643 0.9529
H -2.0960 -0.8522 -0.1368
H -0.0746 -1.7599 0.6928
H 0.4334 -1.3372 -0.9343
H 1.4288 0.8335 0.4467
H 2.1381 -0.7489 0.2686
H 0.9101 -1.6513 2.7465
H -0.7763 1.5497 -1.1015
H -2.3282 0.8686 -1.4611
H -0.2457 1.4612 -3.6872
H -1.2632 0.3963 -3.7239
O -1.1400 1.2879 -4.0380

Its frontier orbital gap (spin up / spin down) is 2.1009 / 8.7719 eV. For the LUMO energy (spin up / spin down), the calculation gives 3.25 / 3.57 eV. The expectation value of S² is 0.7504. As for the spin multiplicity: 2. Its HOMO energy (spin up / spin down) is 1.15 / -5.20 eV. For the molar mass, the calculation gives 109.2 g mol⁻¹. Its total charge is -1.

=====

Which one is most stable, and which one is least stable? *2* is the most stable of them, while *1* is the least stable.

=====

*1*
ORCA calculation (ωB97M-V with the def2-TZVPD basis set) on a 2-piece molecular cluster, Cl2FPS overall.

Geometry (Å):
F -1.8162 -1.2313 -1.4954
P 0.8846 0.4056 0.1830
S 2.7785 0.5879 -0.2164
Cl -0.0775 -1.3295 0.4618
Cl 0.1310 1.5897 1.7295

Its frontier orbital gap (spin up / spin down) is 7.8783 / 5.0683 eV. For the LUMO energy (spin up / spin down), the calculation gives -2.54 / -3.99 eV. Its HOMO energy (spin up / spin down) is -10.42 / -9.06 eV. For the molar mass, the calculation gives 152.9 g mol⁻¹.

=====

*2*
ORCA calculation (ωB97M-V with the def2-TZVPD basis set) on Cl2FPS in the gas phase.

Geometry (Å):
F 0.2286 -0.0583 -1.3888
P -0.1414 0.0284 0.3037
S -2.0431 -0.0541 0.6535
Cl 1.0194 1.5697 0.8903
Cl 0.9400 -1.5966 0.6823

Its frontier orbital gap is 9.8428 eV. For the LUMO energy, the calculation gives -0.45 eV. Its HOMO energy is -10.29 eV. For the molar mass, the calculation gives 152.9 g mol⁻¹. The SMILES is FP(=S)(Cl)Cl.

=====

Which one is most stable, and which one is least stable? *2* is the most stable of them, while *1* is the least stable.